47
Properties=species:S:1:pos:R:3:forces:R:3:nbo_charge:R:1 method="wB97M-V/def2-TZVPD" homo_energy_ev=-16.42 orbital_gap_ha=0.0979 total_energy_ha=-8749.54130 total_charge=+3
C 0.05933 -3.90119 -1.21206 0.9155 -0.0961 0.1814 -0.6299
C 0.35847 -2.77150 -2.32525 -1.0261 -1.2231 0.2712 -0.7106
P 1.59110 -1.43364 -1.71984 -1.2394 0.5688 0.1882 1.0467
C 3.12476 -2.41299 -1.14809 -0.2634 -0.1373 0.3154 -1.1010
C 0.80134 -0.47528 -0.31287 -3.1993 -0.7540 2.0453 -0.2987
C -0.72391 -0.69536 -0.06918 2.1093 2.5585 1.8031 -0.2719
C -1.42814 0.10764 1.05662 0.1115 -1.1153 -1.6188 0.3386
C -3.01402 -0.11119 1.24845 1.3391 -0.3001 0.4298 -0.5037
C -3.72469 1.22675 0.70622 0.6953 0.8834 0.0768 -0.4519
C -4.12426 1.18932 -0.83716 -1.5668 1.1085 0.4500 0.2630
F -4.95164 2.34974 -1.06057 1.7795 -2.4024 0.6324 -0.3175
Br -2.60319 1.35237 -2.09484 -0.5527 0.2651 0.8684 0.0931
C -5.02601 -0.07818 -1.26788 -2.7684 1.2885 -1.0359 0.5946
F -5.86338 0.37859 -2.33701 2.0596 -1.2760 2.5215 -0.3061
F -5.90205 -0.42614 -0.21484 2.3276 0.5119 -2.1661 -0.3108
Br -4.01053 -1.61652 -2.01017 -0.9350 0.5018 0.8462 0.0482
C -0.67703 1.14941 2.01489 0.4374 -0.0288 -0.6645 0.1361
N -1.47875 1.81226 2.98102 5.5450 0.5169 -0.7786 -0.3295
C -0.64513 2.69123 3.73603 0.4941 -0.4715 -0.7764 0.1437
C 0.87181 2.92929 3.53102 -0.5651 -1.6684 -1.8420 0.0339
N 1.62784 2.25841 2.54126 -4.4442 0.0142 1.3602 -0.3012
C 0.82494 1.36020 1.76907 -0.5085 -0.8879 -0.5349 0.1380
C 1.54108 0.56068 0.61922 -0.0226 0.7678 1.2003 0.3053
C 3.10072 0.87399 0.39515 -1.0900 2.6140 -2.2081 -0.2412
Cl 4.44346 -0.12307 1.09893 -1.9348 1.0186 -0.6938 0.0637
C 3.36463 2.02202 -0.41692 0.5009 -1.9196 1.4203 0.1167
C 4.81278 2.57054 -0.77702 -0.9900 0.5704 -0.0534 -0.6889
Cl 1.93860 2.96830 -1.08737 1.7778 -1.5367 1.0574 0.0757
H -0.74095 -4.63981 -1.54242 1.0714 1.0732 0.2068 0.2839
H 1.04475 -4.48574 -1.07806 -1.6346 0.6492 -0.0340 0.2035
H -0.23706 -3.48789 -0.19312 0.3580 -0.4233 -1.3807 0.2231
H 0.77174 -3.33747 -3.24383 -0.2796 1.3468 1.3201 0.2952
H -0.62701 -2.29115 -2.67452 1.6563 -0.2834 0.5122 0.2897
H 3.08598 -3.45568 -1.70858 -1.7420 1.2035 0.5309 0.1860
H 3.11908 -2.60185 -0.00878 0.4714 0.1655 -1.3956 0.3377
H 4.09829 -1.87978 -1.53565 -1.7870 0.6771 0.7662 0.2119
H -1.35029 -1.43079 -0.69117 1.0727 1.3829 1.1250 0.2973
H -3.32965 -1.06850 0.71957 0.4556 1.3898 0.5078 0.2705
H -3.25545 -0.27350 2.36600 0.4849 0.5496 -1.6911 0.3055
H -4.61917 1.53907 1.35957 1.1694 -0.8341 -1.2032 0.3092
H -2.95688 2.07958 0.83606 -1.4185 -1.1431 -0.4203 0.2465
H -1.15609 3.28534 4.57904 0.7714 -1.0606 -1.4800 0.2802
H 1.40752 3.69494 4.19480 -0.8497 -1.3493 -1.1172 0.2859
H 5.11682 3.33975 0.01702 -0.5369 -1.0480 -1.0626 0.2861
H 4.71959 3.12468 -1.78092 0.3221 -0.9596 1.5372 0.2764
H 5.61884 1.76839 -0.79905 -1.3050 0.9062 -0.0320 0.2589
Lu 5.00182 -3.63532 -1.62272 2.7339 -1.6136 0.0149 1.2183